No. 1
ORCA calculation (ωB97M-V with the def2-TZVPD basis set) on a structure of composition C15H20N2O5S.

The total charge is 0. The value obtained for the total energy is -1466.99916 hartree. The calculation puts the energy above the lowest of the compared OMol25 structures with the same formula, charge and spin at 357.7 kcal per mole. The LUMO energy is -0.17 eV.

Element x y z (Å)
C  1.09182  1.25045  4.72248
C  2.31790  0.34059  4.68700
O  3.21035  0.40271  5.45563
N  2.46707  -0.70485  3.87939
C  1.78714  -1.05027  2.85367
C  0.22385  -1.05725  3.08518
C  -0.62744  -1.48748  2.12975
C  0.16672  -2.22778  0.81973
C  1.53102  -2.32735  0.77755
C  2.21449  -1.73968  1.77069
H  3.24258  -2.06530  1.79604
H  1.97987  -2.87812  -0.05005
S  -0.81651  -2.57439  -0.56956
O  -2.32733  -3.11677  -0.04285
O  -0.10661  -3.73260  -1.30017
N  -1.17004  -1.34984  -1.37588
C  0.09785  -0.79333  -2.14662
C  -0.27326  0.00302  -3.25333
H  -0.83807  -0.68923  -4.19411
H  0.57752  0.27615  -3.73046
C  -0.95515  1.11972  -2.82921
C  -2.41036  0.54629  -1.91853
C  -1.94756  -0.40350  -0.93548
H  -2.88171  -0.77193  -0.33992
H  -1.11361  0.05894  -0.33667
H  -2.95576  0.09393  -2.87748
H  -2.80248  1.65899  -1.66953
O  -1.44817  1.78031  -4.01007
C  -1.19306  3.32370  -3.52453
H  -2.07788  3.82895  -3.19585
C  0.01815  3.05306  -2.67847
H  1.10675  3.08293  -3.16958
O  -0.33422  1.93744  -1.98335
H  0.09586  4.09011  -1.88402
H  -0.83295  3.84812  -4.53376
H  0.52469  -2.04740  -2.53555
H  0.90727  -0.45039  -1.55293
H  -1.86472  -1.57481  2.13084
H  -0.27442  -0.79718  3.90656
H  3.29227  -1.32477  4.10678
H  1.32918  2.31116  5.13703
H  0.67167  1.28444  3.92715
H  0.39727  0.87321  5.45252

No. 2
ORCA calculation (ωB97M-V with the def2-TZVPD basis set) on a cluster of 2 separate species, C15H11F4NO4 in total.

The total charge is 0. The value obtained for the total energy is -1333.23931 hartree. The calculation puts the energy above the lowest of the compared OMol25 structures with the same formula, charge and spin at 9.8 kcal per mole. The LUMO energy is -1.64 eV.

Element x y z (Å)
F  -2.53297  -0.19051  1.31500
C  -1.39450  -0.89594  1.52069
C  -1.42328  -2.24037  1.62762
F  -2.60476  -2.89028  1.71269
C  -0.21687  -3.04448  1.85266
O  -0.23912  -4.26060  2.07501
C  1.02506  -2.27189  1.79665
F  2.17177  -2.94522  2.00885
C  1.02850  -0.92025  1.73479
F  2.19176  -0.24004  1.80676
C  -0.18635  -0.08605  1.79103
O  -0.19628  1.08449  2.30419
C  -3.49287  -1.10042  -2.73441
C  -2.06586  -1.26611  -2.28511
O  -1.72535  -0.07957  -1.51197
C  -0.43762  -0.07840  -1.08252
C  -0.24453  0.95457  -0.05255
N  0.94250  1.71149  -0.11510
C  2.06457  1.17890  -0.70569
C  3.30803  1.72136  -0.47017
C  3.44951  2.86427  0.31049
C  2.27844  3.50225  0.74809
C  1.04089  2.95790  0.47997
O  0.37621  -0.93393  -1.47336
H  -3.78645  -2.01125  -3.26947
H  -4.16500  -0.94389  -1.88305
H  -3.63032  -0.24703  -3.40952
H  -1.98389  -2.13799  -1.61479
H  -1.39605  -1.35460  -3.15248
H  -1.10851  1.52813  0.27683
H  1.92844  0.30309  -1.32196
H  4.15103  1.20040  -0.91951
H  4.43478  3.25042  0.57058
H  2.32714  4.42785  1.33336
H  0.11198  3.45371  0.73641

No. 3
ORCA calculation (ωB97M-V with the def2-TZVPD basis set) on a cluster of 8 separate species, C48H120N8O16 in total.

The total charge is 0. The value obtained for the total energy is -3542.12375 hartree. The calculation puts the energy above the lowest of the compared OMol25 structures with the same formula, charge and spin at 153.2 kcal per mole. The LUMO energy is 0.51 eV.

Element x y z (Å)
C  3.33467  -1.09637  15.22126
O  3.04897  -1.39042  13.89087
C  4.13499  -2.07150  13.22031
C  3.64872  -2.59291  11.88511
N  3.13397  -1.55433  11.00673
C  4.18076  -0.90083  10.28391
C  3.71958  0.49474  9.75408
O  3.40318  1.44890  10.77372
C  4.54028  1.80658  11.62277
H  4.02639  -0.27358  15.40192
H  3.75633  -1.97429  15.71069
H  2.39597  -0.96931  15.76053
H  4.44789  -2.88931  13.86945
H  5.00422  -1.41389  13.21163
H  2.86821  -3.30211  12.16066
H  4.37547  -3.16556  11.30891
H  2.68493  -0.79308  11.49557
H  4.48728  -1.55407  9.46696
H  5.08659  -0.88983  10.89008
H  2.80267  0.38492  9.17500
H  4.45120  0.95534  9.09024
H  4.38572  2.52027  12.43200
H  5.39124  2.13531  11.02620
H  4.93605  0.88199  12.04301
C  -12.37366  9.80333  7.21086
O  -11.82859  10.73468  6.28955
C  -10.94153  10.17618  5.30304
C  -10.29157  11.31519  4.53252
N  -9.30680  12.07800  5.28024
C  -8.95005  13.30789  4.56877
C  -8.77611  14.42261  5.60773
O  -9.85237  14.48105  6.54428
C  -9.56572  15.35485  7.61200
H  -12.77596  10.42817  8.00825
H  -11.57851  9.13015  7.53129
H  -13.17029  9.18964  6.79029
H  -11.63186  9.61961  4.66918
H  -10.23969  9.45961  5.72972
H  -11.19914  11.85302  4.25837
H  -9.96793  10.91094  3.57339
H  -9.68131  12.32033  6.18639
H  -9.77279  13.59582  3.91432
H  -8.06498  13.21302  3.93968
H  -8.84287  15.38374  5.09796
H  -7.78034  14.43041  6.05100
H  -9.26971  16.31668  7.19325
H  -8.64399  15.04168  8.10234
H  -10.46014  15.38415  8.23431
C  -7.56916  -1.43880  23.08686
O  -6.60025  -0.89324  22.21547
C  -6.46426  0.54000  22.17560
C  -5.69778  1.07421  20.93071
N  -6.18172  0.38926  19.72657
C  -5.36066  0.82331  18.56543
C  -5.72694  0.07786  17.20636
O  -4.76784  -0.92907  17.07593
C  -4.72621  -1.67656  15.86777
H  -7.61397  -0.92158  24.04528
H  -7.42587  -2.49323  23.32297
H  -8.48787  -1.24986  22.53154
H  -6.00513  0.85645  23.11217
H  -7.44499  1.01561  22.16899
H  -4.66937  0.72602  21.02679
H  -5.78108  2.15947  20.87255
H  -6.01429  -0.59679  19.86713
H  -4.29847  0.69476  18.77359
H  -5.57262  1.86837  18.33953
H  -5.64366  0.82186  16.41413
H  -6.70141  -0.40805  17.15750
H  -4.34255  -1.06381  15.05203
H  -5.64603  -2.21809  15.64692
H  -3.95250  -2.41572  16.07539
C  -2.16935  6.02407  15.74227
O  -3.14589  6.95760  16.16418
C  -3.09476  7.18497  17.54000
C  -4.28615  8.15952  17.84688
N  -5.39312  7.97548  16.89841
C  -6.56500  8.79217  17.17212
C  -7.40142  8.95887  15.93059
O  -6.60988  9.59399  14.90709
C  -7.34201  9.94411  13.77582
H  -1.21443  6.26279  16.21050
H  -2.04800  6.04213  14.65921
H  -2.38232  4.97148  15.92882
H  -2.23150  7.80309  17.78659
H  -3.05855  6.32671  18.21094
H  -3.94903  9.19606  17.85108
H  -4.72521  7.91175  18.81328
H  -5.00463  7.84348  15.97551
H  -6.34649  9.82524  17.44252
H  -7.21493  8.51005  18.00043
H  -8.28807  9.57266  16.08935
H  -7.85997  8.04479  15.55338
H  -7.93928  9.12968  13.36586
H  -6.68650  10.14878  12.92934
H  -7.95672  10.83801  13.88153
C  -10.04631  8.85604  -1.96385
O  -10.64482  10.01741  -1.64067
C  -11.19846  10.82451  -2.74448
C  -11.79024  12.14874  -2.28814
N  -10.82147  13.23514  -2.62433
C  -11.35233  14.48377  -2.02640
C  -10.31922  15.63398  -2.04145
O  -9.13932  15.19181  -1.35275
C  -8.28369  16.26431  -1.10106
H  -9.85664  8.23413  -1.08902
H  -9.09234  9.05560  -2.45191
H  -10.65203  8.28313  -2.66597
H  -12.05724  10.25069  -3.09282
H  -10.59493  10.84360  -3.65194
H  -11.95799  12.11454  -1.21167
H  -12.76122  12.25294  -2.77233
H  -9.86524  13.07565  -2.34099
H  -11.53516  14.30649  -0.96657
H  -12.24751  14.82806  -2.54428
H  -10.76127  16.56327  -1.68211
H  -10.14194  15.74991  -3.11067
H  -7.47400  15.86988  -0.48711
H  -8.66748  17.12057  -0.54643
H  -7.84110  16.67714  -2.00758
C  0.53089  9.79297  5.25793
O  0.99032  8.79669  4.37197
C  2.43007  8.73827  4.27327
C  2.98199  7.48325  3.55369
N  2.33708  7.15852  2.26636
C  2.81685  7.87009  1.06530
C  4.27153  7.38020  0.80980
O  4.56098  7.79960  -0.51995
C  5.78985  7.29008  -1.00269
H  0.52643  9.63323  6.33615
H  -0.47033  9.98177  4.87059
H  1.07234  10.72364  5.08826
H  2.98563  8.69939  5.21026
H  2.82350  9.53096  3.63692
H  2.92389  6.64518  4.24822
H  4.04941  7.64460  3.40307
H  1.36698  7.42826  2.34538
H  2.71476  8.94636  1.20429
H  2.32434  7.74441  0.10107
H  4.29967  6.31839  1.05449
H  4.91211  7.82631  1.57055
H  6.56409  7.63538  -0.31755
H  6.11756  7.66812  -1.97110
H  5.83077  6.20395  -1.08479
C  -8.48862  0.25100  1.67455
O  -7.25277  0.86618  1.32592
C  -6.40490  0.18787  0.38782
C  -5.05686  0.85478  0.37267
N  -4.16312  0.35911  -0.64353
C  -2.93890  1.15361  -0.68745
C  -1.79685  0.55879  -1.61437
O  -0.61734  1.35526  -1.63994
C  0.58341  0.76956  -2.24701
H  -9.04211  -0.04680  0.78400
H  -9.13661  0.91600  2.24549
H  -8.25341  -0.68153  2.18754
H  -6.82254  0.15819  -0.61856
H  -6.23129  -0.86093  0.62860
H  -4.60393  0.68858  1.35008
H  -5.19503  1.93393  0.30599
H  -4.53805  0.49932  -1.57082
H  -2.72609  1.35803  0.36185
H  -3.30023  2.09546  -1.10031
H  -2.20317  0.40552  -2.61413
H  -1.48016  -0.34710  -1.09749
H  1.27758  1.60968  -2.26810
H  0.36367  0.46770  -3.27106
H  0.92838  -0.10712  -1.69880
C  -4.19744  6.28925  8.36571
O  -4.11208  5.23829  7.37006
C  -3.41295  5.55964  6.19839
C  -4.37019  6.14748  5.10865
N  -3.72471  6.74033  3.95519
C  -4.72781  7.42621  3.20043
C  -4.11479  7.73908  1.80708
O  -2.85211  8.42005  1.70778
C  -2.97586  9.78864  1.99986
H  -3.27715  6.79047  8.66559
H  -4.69992  5.87510  9.23984
H  -4.76683  7.09851  7.90854
H  -2.86737  4.66394  5.90146
H  -2.64288  6.30009  6.41477
H  -5.03671  6.87636  5.56972
H  -5.03886  5.39345  4.69344
H  -3.07949  7.38543  4.38838
H  -5.01805  8.36209  3.67791
H  -5.68211  6.91345  3.08006
H  -4.75626  8.34703  1.16910
H  -4.05408  6.79020  1.27414
H  -2.80057  9.92173  3.06740
H  -3.90383  10.25942  1.67528
H  -2.14366  10.35365  1.57995

No. 4
ORCA calculation (ωB97M-V with the def2-TZVPD basis set) on the molecule C5H8O.

The total charge is 0. The value obtained for the total energy is -270.52685 hartree. The calculation puts the energy above the lowest of the compared OMol25 structures with the same formula, charge and spin at 19.5 kcal per mole. The LUMO energy is 1.07 eV.

Element x y z (Å)
O  -1.61641  0.42364  0.91322
C  -0.97849  0.19379  -0.32914
C  0.23322  1.12640  -0.47253
C  1.22837  0.40089  0.42223
C  0.93079  -0.90087  0.47494
C  -0.29380  -1.18063  -0.37828
H  -0.90650  0.46904  1.57074
H  -1.75791  0.32898  -1.08100
H  0.00076  2.15707  -0.18879
H  0.59263  1.13093  -1.51325
H  2.03535  0.89404  0.95591
H  1.45100  -1.65627  1.05860
H  0.01626  -1.39296  -1.41498
H  -0.93713  -1.99661  -0.04112

no.,HOMO (eV),orbital gap (eV)
1,-8.73,8.6
2,-7.98,6.3
3,-8.14,8.7
4,-9.56,10.6